Formula: C28H22N10O3Ti
Source: the Open Molecules 2025 dataset
Level of theory: the ωB97M-V functional and the def2-TZVPD basis

Results
HOMO (spin up / spin down) = -10.675 / -12.070 eV
Kohn-Sham gap (spin up / spin down) = 6.01 / 7.36 eV
Energy above the lowest of the compared OMol25 structures with the same formula, charge and spin = 19.29 kJ/mol
Total charge = +1
Spin multiplicity = 2
E_LUMO (spin up / spin down) = -4.7 / -4.7 eV

Last column: Mulliken spin population.
Atoms and positions in Å:
Ti1 0.3827 1.1501 -0.9846  0.914
N1 -1.6922 0.4936 -1.6109  0.001
C1 -2.1029 1.2317 -2.8274  0.002
C2 -0.8957 1.7194 -3.6121  0.006
O1 -1.0010 2.1441 -4.7457  -0.003
N2 0.2764 1.6591 -2.9053  -0.032
C3 1.4579 2.2949 -3.4516  0.006
C4 2.4929 2.4327 -2.3351  0.007
O2 3.6565 2.6506 -2.5234  0.004
O3 1.9656 2.2492 -1.0962  -0.020
H1 -1.4817 -0.4594 -1.9136  -0.004
H2 -2.4383 0.4539 -0.9319  0.003
H3 -2.6732 2.1136 -2.5318  -0.002
H4 -2.7393 0.6326 -3.4767  -0.001
H5 1.2404 3.2837 -3.8672  -0.001
H6 1.9068 1.7172 -4.2632  -0.002
C5 -1.4567 5.1170 -0.0196  -0.002
C6 -0.8172 4.0868 -0.6905  0.027
N3 -0.6599 2.8993 -0.1043  -0.017
C7 -1.1139 2.7441 1.1401  0.013
C8 -1.7568 3.7953 1.7900  -0.007
N4 -1.9335 4.9728 1.2148  0.017
C9 -0.8022 1.4387 1.7709  0.029
C10 -1.1710 1.0672 3.0578  -0.015
C11 -0.7587 -0.1498 3.5702  0.010
C12 0.0630 -0.9480 2.7762  -0.010
C13 0.4149 -0.5271 1.5118  0.012
N5 -0.0471 0.6327 1.0073  0.002
C14 1.4063 -1.2104 0.6251  -0.002
C15 2.1313 -2.3518 0.9603  0.006
N6 3.0905 -2.8235 0.1789  -0.001
C16 3.3525 -2.1605 -0.9395  0.002
C17 2.6192 -1.0417 -1.3142  0.014
N7 1.6434 -0.6008 -0.5290  0.033
C18 -1.1473 -0.5830 4.9312  0.003
C19 -1.2534 0.3171 5.9832  0.003
C20 -1.6225 -0.1633 7.2315  -0.001
N8 -1.8904 -1.4403 7.4849  0.002
C21 -1.7893 -2.2953 6.4724  -0.001
C22 -1.4206 -1.9232 5.1879  0.002
H7 -1.5754 6.0801 -0.4999  0.000
H8 -0.4231 4.1934 -1.6918  0.002
H9 -2.1290 3.6746 2.8008  0.000
H10 -1.7933 1.7139 3.6605  -0.001
H11 0.4577 -1.8738 3.1721  -0.001
H12 1.9297 -2.8909 1.8787  0.000
H13 4.1615 -2.5146 -1.5660  0.000
H14 2.8070 -0.5062 -2.2350  -0.005
H15 -1.0252 1.3688 5.8667  0.000
H16 -1.7021 0.5188 8.0707  0.000
H17 -2.0148 -3.3344 6.6853  0.000
H18 -1.3839 -2.6712 4.4064  0.000
N9 1.1935 -6.1040 -1.4696  0.000
C23 1.0345 -5.1525 -2.0941  0.000
C24 0.8193 -3.9451 -2.8454  0.001
C25 1.3884 -3.7563 -4.1015  0.000
C26 1.1607 -2.5537 -4.7485  0.000
C27 0.3922 -1.5867 -4.1124  0.002
N10 -0.1524 -1.7660 -2.9082  0.001
C28 0.0439 -2.9282 -2.2982  0.002
H19 1.9934 -4.5309 -4.5534  0.000
H20 1.5721 -2.3573 -5.7283  0.000
H21 0.2158 -0.6281 -4.5891  0.000
H22 -0.4063 -3.0693 -1.3209  0.000

Cartesian forces (eV/Å) of the 3 atoms listed first:
Ti 0.0649 0.8407 -0.8085
N 0.3991 -0.1211 -0.2780
C -0.1265 0.0424 0.1335

Formula: C6H4S
Source: the Open Molecules 2025 dataset
Level of theory: the ωB97M-V functional and the def2-TZVPD basis

Results
HOMO = -9.270 eV
Kohn-Sham gap = 9.47 eV
Energy above the lowest of the compared OMol25 structures with the same formula, charge and spin = 257.42 kJ/mol
SMILES = C#C[C@H]1S[C@@H]1C#C
E_LUMO = 0.2 eV

Last column: Mulliken charge in e.
Atoms and positions in Å:
C1 3.0356 -0.7070 -0.6728  -0.230
C2 1.9531 -0.1291 -0.2489  -0.302
C3 0.6689 0.1761 -0.4129  -0.252
S1 -0.7343 -0.8066 -1.0058  -0.088
C4 -0.5284 -0.0502 0.6420  -0.198
C5 -1.4122 0.9122 1.1996  -0.622
C6 -1.9750 1.6814 1.8716  0.093
H1 3.9729 -1.0891 -0.9208  0.428
H2 0.4543 1.2105 -0.6776  0.354
H3 -0.3360 -0.8534 1.2808  0.451
H4 -2.7947 2.3372 2.1373  0.366

Cartesian forces (eV/Å) of the 3 atoms listed first:
C -6.7388 3.8238 2.9903
C 10.3500 -5.6263 -2.9390
C -7.1484 3.0657 1.4888

Formula: C17H44InN2
Source: the Open Molecules 2025 dataset
Level of theory: the ωB97M-V functional and the def2-TZVPD basis

Results
HOMO = -4.166 eV
Kohn-Sham gap = 6.44 eV
Total charge = -1
E_LUMO = 2.3 eV

Last column: Mulliken charge in e.
Atoms and positions in Å:
C1 7.5983 -4.8829 1.0053  -0.655
C2 8.5482 -3.6819 0.7352  -0.537
C3 7.8267 -2.3669 0.3318  -0.648
C4 6.4973 -2.0811 1.0814  -0.494
C5 5.2357 -1.9892 0.1309  -1.144
In1 3.8741 -3.7554 0.5918  0.518
H1 6.6251 -4.7225 0.5377  -0.112
H2 8.0167 -5.8043 0.5831  0.358
H3 7.4972 -5.0270 2.0842  0.254
H4 9.1984 -3.5135 1.5992  0.306
H5 9.1835 -3.9637 -0.1175  0.281
H6 8.5259 -1.5513 0.5740  0.249
H7 7.7068 -2.3253 -0.7559  0.361
H8 6.6000 -1.0729 1.5183  0.313
H9 6.3123 -2.7514 1.9261  0.375
H10 4.7121 -1.0362 0.2707  0.359
H11 5.6390 -2.0573 -0.8886  0.298
H12 2.1465 -3.4188 0.2620  -0.359
H13 4.5266 -5.1300 -0.3988  -0.361
H14 4.1688 -4.1829 2.3271  -0.342
C6 -3.5819 0.1035 0.4399  -1.316
C7 -3.2498 -1.3726 0.6017  -0.450
N1 -2.1584 -1.8101 -0.2455  0.105
C8 -2.0087 -3.2582 -0.2913  -0.681
C9 -1.6181 -3.9812 1.0004  -0.878
C10 -0.9182 -1.0581 -0.1181  -0.459
C11 -0.2617 -0.9927 1.2617  -0.942
H15 -3.8014 0.3456 -0.6018  0.326
H16 -4.4626 0.3515 1.0366  0.437
H17 -2.7674 0.7439 0.7822  0.246
H18 -4.1436 -1.9431 0.3312  0.465
H19 -3.0587 -1.5769 1.6657  0.271
H20 -1.2837 -3.5115 -1.0690  0.353
H21 -2.9592 -3.6760 -0.6438  0.410
H22 -0.5645 -3.8452 1.2387  0.137
H23 -1.7796 -5.0553 0.8775  0.394
H24 -2.2189 -3.6590 1.8527  0.270
H25 -1.1065 -0.0332 -0.4561  0.126
H26 -0.1948 -1.4496 -0.8370  0.353
H27 -0.9822 -0.8092 2.0625  0.264
H28 0.4636 -0.1764 1.2843  0.394
H29 0.2856 -1.9063 1.4878  0.163
C12 -5.6027 6.1610 -2.3950  -1.447
C13 -4.3855 5.2477 -2.3535  -0.278
N2 -3.5787 5.4146 -1.1588  0.157
C14 -2.2884 4.7440 -1.2390  -0.992
C15 -2.2816 3.2160 -1.3321  -0.644
C16 -4.2834 5.2678 0.1047  -0.769
C17 -5.0034 3.9427 0.3747  -0.811
H30 -5.3119 7.2074 -2.2894  0.326
H31 -6.1141 6.0475 -3.3525  0.437
H32 -6.3235 5.9193 -1.6122  0.290
H33 -3.7640 5.4890 -3.2202  0.436
H34 -4.7188 4.2082 -2.4871  0.219
H35 -1.6788 5.0498 -0.3841  0.373
H36 -1.7636 5.1418 -2.1140  0.385
H37 -2.5043 2.7503 -0.3746  0.002
H38 -1.2867 2.8741 -1.6268  0.475
H39 -2.9847 2.8422 -2.0772  0.301
H40 -5.0182 6.0753 0.1774  0.343
H41 -3.5838 5.4666 0.9207  0.348
H42 -5.5566 3.5839 -0.4947  0.236
H43 -5.7232 4.0743 1.1864  0.424
H44 -4.3128 3.1613 0.6887  0.181

Cartesian forces (eV/Å) of the 3 atoms listed first:
C 0.6050 0.3771 -0.0434
C -0.4664 -0.3079 -0.7242
C 0.3927 -0.1546 0.9464

Formula: C4H6N2O3S
Source: the Open Molecules 2025 dataset
Level of theory: the ωB97M-V functional and the def2-TZVPD basis

Results
HOMO = -8.231 eV
Kohn-Sham gap = 6.99 eV
Energy above the lowest of the compared OMol25 structures with the same formula, charge and spin = 605.33 kJ/mol
E_LUMO = -1.2 eV

Last column: Mulliken charge in e.
Atoms and positions in Å:
C1 -0.8007 -0.2167 0.8280  0.574
C2 0.6059 0.1054 -0.6222  0.149
C3 -3.1142 -0.4517 0.9854  -0.680
C4 2.1817 1.5652 -1.5105  -0.761
N1 -0.3440 -1.2099 1.4444  -0.111
N2 0.8011 -1.7660 1.2130  -0.513
O1 2.6522 -1.7620 -0.5537  -0.553
O2 -1.9609 0.3505 0.7236  -0.308
O3 0.8659 1.2921 -1.0387  -0.190
S1 1.7914 -0.9075 0.2460  0.577
H1 -3.9700 0.1475 0.6894  0.220
H2 -3.1666 -0.6875 2.0489  0.299
H3 -3.0803 -1.3820 0.4168  0.322
H4 2.4876 0.8425 -2.2685  0.367
H5 2.8844 1.5104 -0.6727  0.375
H6 2.1663 2.5697 -1.9289  0.232

Cartesian forces (eV/Å) of the 3 atoms listed first:
C 3.5147 1.5991 -3.2997
C -2.4822 -0.4613 3.0427
C -0.3577 -0.3733 0.2235

Formula: C2H5NO3
Source: the Open Molecules 2025 dataset
Level of theory: the ωB97M-V functional and the def2-TZVPD basis

Results
HOMO = -10.357 eV
Kohn-Sham gap = 11.20 eV
Energy above the lowest of the compared OMol25 structures with the same formula, charge and spin = 339.93 kJ/mol
SMILES = COC(=O)NO
E_LUMO = 0.8 eV

Last column: Mulliken charge in e.
Atoms and positions in Å:
C1 1.4722 -0.2862 1.3451  -0.570
O1 0.2244 0.2631 0.6070  -0.352
C2 -0.2670 -0.4043 -0.5353  0.587
O2 0.4296 -1.3256 -0.9295  -0.561
N1 -1.5709 0.0416 -0.9797  -0.183
O3 -1.6192 1.4311 -1.2110  -0.349
H1 1.1558 -1.0888 1.9835  0.271
H2 1.9918 0.7998 1.7151  0.214
H3 2.1225 -0.5956 0.5226  0.300
H4 -1.6688 -0.5884 -1.8278  0.328
H5 -2.2705 1.7534 -0.6900  0.315

Cartesian forces (eV/Å) of the 3 atoms listed first:
C -0.0664 4.4488 -2.7861
O -0.8060 -0.3043 -0.2947
C 2.9768 0.1571 3.1421

Number 1: calculated total energy -73550.114 eV. Number 2: calculated total energy -17115.874 eV. Number 3: calculated total energy -26494.478 eV. Number 4: calculated total energy -24195.703 eV. Number 5: calculated total energy -9784.666 eV.